Entry 1:
50
Properties=species:S:1:pos:R:3:lowdin_charge:R:1 method="wB97M-V/def2-TZVPD" charge=+2 de_lowest_kj_mol=2.83
Y 1.18077 -0.00940 1.94763 1.3116
Cl -0.00391 1.61009 3.61454 -0.1044
P 0.29116 0.74916 -0.49117 0.9685
C -1.09655 -0.08973 -1.23176 -0.4030
C -0.87663 -0.91993 -2.34175 -0.0948
C -1.95224 -1.48817 -3.02174 -0.0509
C -3.23769 -1.32681 -2.48602 -0.0394
C -3.45768 -0.60889 -1.30020 -0.0519
C -2.39200 0.02417 -0.67067 -0.0916
C 0.16477 2.56392 -0.66851 -0.3599
C 1.03132 3.45313 0.01397 -0.0979
C 0.80160 4.82760 -0.08207 -0.0489
C -0.23562 5.29059 -0.90817 -0.0427
C -1.08671 4.42831 -1.61084 -0.0409
C -0.87681 3.05851 -1.47370 -0.0842
C 1.92241 0.30313 -1.23909 -0.3707
C 2.96786 -0.28179 -0.47807 -0.1509
C 4.22348 -0.41035 -1.07090 -0.0518
C 4.41363 -0.04500 -2.41242 -0.0272
C 3.37250 0.46791 -3.19655 -0.0110
C 2.13567 0.65527 -2.57432 -0.0784
H 1.91729 3.07780 0.54236 0.0985
H 1.46638 5.53676 0.43509 0.1259
H -0.37681 6.35276 -1.04491 0.1153
H -1.88042 4.78248 -2.28521 0.1277
H -1.45788 2.32957 -2.03941 0.1051
H 0.14953 -1.03455 -2.69188 0.0901
H -1.76638 -2.01640 -3.96819 0.1253
H -4.06849 -1.76414 -3.02938 0.1185
H -4.47220 -0.51522 -0.90262 0.1223
H -2.54384 0.64476 0.21617 0.1157
H 2.82731 -0.67113 0.57924 0.0333
H 5.07263 -0.78541 -0.48698 0.1271
H 5.37001 -0.20246 -2.89859 0.1244
H 3.49172 0.71776 -4.26121 0.1358
H 1.29964 1.09822 -3.11487 0.1239
H 0.17936 -4.16251 -2.54134 0.0121
H 0.94260 -4.11627 -2.50056 0.0151
C -2.23294 -2.80173 5.55624 0.0293
N -1.24844 -2.52157 4.50680 -0.0800
C -0.30374 -3.43973 4.03245 0.0004
C 0.27497 -2.85445 2.96539 -0.1246
N -0.22397 -1.55443 2.82270 -0.1525
C -1.14395 -1.43833 3.79463 -0.1809
H -3.27770 -2.70739 5.20549 0.1156
H -2.08833 -3.84007 5.87626 0.1047
H -2.12069 -2.14006 6.43214 0.1144
H -0.15098 -4.42382 4.45569 0.1440
H 0.85483 -3.23571 2.15279 0.1086
H -1.77879 -0.56647 3.87350 0.1250

---

Entry 2:
55
Properties=species:S:1:pos:R:3:lowdin_charge:R:1 method="wB97M-V/def2-TZVPD" charge=-1
C 6.47649 1.21091 1.75050 -0.0829
N 5.46195 2.16012 2.16622 -0.2558
C 5.62094 2.69256 3.50668 -0.0846
C 4.36372 2.47161 1.35332 -0.2564
C 3.20239 1.66126 1.37701 0.0151
C 2.10688 2.00605 0.61480 -0.0215
C 2.11598 3.15249 -0.21144 -0.1991
C 0.93162 3.55457 -0.94872 0.0508
C -0.31186 3.69759 -0.41061 -0.0636
C -1.41490 4.05784 -1.31798 -0.3733
O -1.26503 4.24157 -2.52866 0.0618
N -2.69038 4.19014 -0.75152 0.0184
C -3.76690 4.54785 -1.64664 -0.0181
C -2.99936 3.96110 0.59775 -0.3974
O -4.14272 4.02472 1.03916 0.0707
N -1.91739 3.65590 1.43747 0.0184
C -2.22830 3.47350 2.83942 -0.0174
C -0.57467 3.59203 1.03989 -0.3203
O 0.29046 3.43260 1.90676 0.0629
C 3.30968 3.90221 -0.30249 -0.0267
C 4.40071 3.59377 0.48817 -0.0143
H 6.24640 0.84708 0.74225 0.0925
H 7.46758 1.68924 1.74192 0.0740
H 6.51624 0.35669 2.44327 0.0753
H 4.78827 3.36691 3.74048 0.0897
H 5.64215 1.87673 4.24602 0.0748
H 6.56762 3.24785 3.58917 0.0731
H 3.16545 0.79185 2.03857 0.1228
H 1.21513 1.37894 0.63681 0.1173
H 1.04653 3.83767 -1.99820 0.1397
H -4.67273 4.61355 -1.05401 0.0818
H -3.53961 5.50668 -2.11998 0.0967
H -3.86799 3.78935 -2.42803 0.1030
H -1.30289 3.20441 3.34179 0.0844
H -2.62488 4.40190 3.25688 0.0973
H -2.97462 2.68522 2.94513 0.0973
H 3.31859 4.77223 -0.96330 0.1134
H 5.30382 4.20873 0.46939 0.1110
Cl -0.38269 0.67697 -2.03067 0.5766
C -0.02911 -0.82029 -1.42196 -0.9233
S 0.97332 -1.92224 -2.29149 0.5324
C 1.42210 -3.17295 -1.05381 -0.2759
C 2.62485 -3.04200 -0.36035 -0.0627
C 2.95845 -4.00326 0.59914 -0.0977
C 2.10038 -5.08059 0.84489 -0.1112
C 0.89999 -5.19797 0.13599 -0.0978
C 0.55886 -4.24422 -0.82845 -0.0671
O 0.24829 -2.66809 -3.29607 -0.3826
O 2.21750 -1.27672 -2.64397 -0.3920
H -0.46764 -1.14247 -0.48199 -0.0086
H 3.28922 -2.20410 -0.57759 0.1095
H 3.89597 -3.90091 1.14464 0.0933
H 2.36955 -5.83332 1.58780 0.0911
H 0.22168 -6.03117 0.31727 0.0937
H -0.36374 -4.32970 -1.40420 0.1116

---

Entry 3:
51
Properties=species:S:1:pos:R:3:lowdin_charge:R:1 method="wB97M-V/def2-TZVPD" de_lowest_kj_mol=62.16
O -4.26336 -1.81061 2.37110 0.0448
C -4.25855 -0.95542 1.45664 -0.3535
O -3.70738 0.35974 1.59188 0.0545
H -3.32225 0.28928 2.42825 0.0651
C -5.09797 -1.23789 -0.01538 -0.0970
H -5.78758 -0.25505 0.04420 0.1440
H -5.84715 -2.07396 0.32001 0.1513
C -4.10854 -1.14394 -1.11986 -0.2191
C -3.38404 -2.43122 -1.01205 -0.1010
C -2.02347 -2.64792 -0.57400 -0.0121
C -1.19348 -1.28818 -0.16742 -0.1000
H -1.77179 -0.64806 0.30671 0.0196
H -0.29105 -2.05770 0.30514 0.1911
C -0.51735 -0.70237 -1.38170 -0.3314
H -1.33225 -0.59025 -2.27564 0.2080
C 0.46271 -1.69922 -1.94973 -0.1971
H 0.20155 -2.84116 -2.20021 0.1685
O 1.62528 -1.85987 -1.15541 -0.1482
C 2.31529 -0.45442 -0.97506 -0.1859
C 3.38134 -0.69331 0.10425 -0.1613
C 3.64208 -1.96793 0.48792 -0.0097
C 4.66355 -2.01454 1.56961 -0.0173
C 5.60109 -0.91410 1.72815 -0.1334
C 5.27754 0.25082 1.26889 -0.0558
C 4.24337 0.50917 0.01601 -0.7374
Cl 4.00959 1.89914 -0.46277 0.9623
H 5.98458 0.86749 1.28611 0.0098
H 6.49745 -0.97550 2.29220 0.0983
H 4.90798 -3.10448 1.97704 0.1271
H 3.07009 -2.83293 0.43622 0.0876
O 1.30765 0.36874 -0.28564 -0.0684
C 0.12231 0.50826 -1.15230 -0.2176
C -0.73569 1.50047 -0.25971 -0.1228
C -0.64312 1.56987 1.05444 -0.0235
C -1.52239 2.47506 1.75168 -0.0916
C -2.47739 3.36023 1.09828 0.0479
C -2.64883 2.93983 -0.46678 0.0038
C -1.80829 2.10853 -0.70418 -0.2546
O -1.95962 1.89245 -2.29233 -0.1045
H -2.78211 2.51126 -2.56099 0.1405
H -3.39766 3.33877 -0.67793 -0.0020
H -3.34176 3.88865 1.81368 0.1524
H -1.45682 2.67589 2.83473 0.0953
H 0.14287 1.07166 1.61968 0.1371
H 0.37070 1.09521 -2.03064 0.1651
H 2.67502 -0.11577 -1.86802 0.1157
H 0.92388 -1.33013 -2.99259 0.1589
H -1.50636 -3.74326 -0.51151 0.1408
H -3.88961 -3.24240 -1.25891 0.0417
H -4.75083 -1.05870 -1.90125 0.0806
H -3.38965 -0.26050 -0.98973 0.1335

---

Result set for HOMO: -14.39, -2.65, -8.16 eV, one per record in the order listed.
Result set for max |F|: 3.132, 3.644, 17.145 eV Å⁻¹, one per record in the order listed.
Result set for frontier orbital gap: 7.18, 4.25, 8.40 eV, one per record in the order listed.